Formula: C31H31N6O6Ru
Source: the OMol25 dataset
Level of theory: ωB97M-V with the def2-TZVPD basis set

Values from the calculation:
F_max   0.50 eV/A
⟨S²⟩   0.76
Spin multiplicity   2
DFT total energy   -56462.255 eV
E_HOMO (alpha / beta)   -0.2809 / -0.2851 Ha
HOMO-LUMO gap (alpha / beta)   8.011 / 7.565 eV

Cartesian coordinates (Å):
H (-4.236740, 5.685797, -2.144743)
O (0.029217, -2.151517, -0.004456)
H (-6.076317, 2.190740, 0.841118)
C (-2.052935, 0.073733, 0.098802)
C (4.013355, 0.103228, 1.582976)
C (4.103414, 0.098488, -0.841983)
C (-4.874138, 0.002935, 0.146922)
C (1.933784, 2.901955, 2.226354)
H (-2.836397, 3.182446, 0.977305)
C (-0.956861, 2.859915, 0.424891)
H (1.126057, -4.956647, 0.859011)
H (-2.555766, 8.400030, 0.701151)
H (0.019419, -1.968475, 2.419472)
C (-1.681574, 6.454969, 0.670381)
H (1.192093, -3.139570, 4.006305)
C (-2.579708, 7.421835, 0.236624)
C (2.214794, 3.028714, 0.752369)
H (2.935882, 3.531419, -3.036041)
H (4.638350, 0.185489, -1.779611)
H (4.647113, 4.156335, -1.342658)
H (6.464473, 0.479786, -0.377590)
C (-2.630151, 4.928767, -0.955688)
H (2.045916, -4.009046, 2.739839)
C (-3.508333, 7.154484, -0.758113)
C (-2.774013, -1.088214, -0.223187)
N (-0.782634, 4.226802, 0.500823)
C (-3.530442, 5.903961, -1.354793)
C (1.827769, -0.133537, -2.077106)
H (1.110103, 2.219467, 2.427881)
H (4.173518, 3.829918, 1.051669)
C (0.468752, -3.005264, 0.788049)
H (2.816131, 2.545057, 2.758508)
H (0.785249, 2.553317, -2.288546)
C (1.056830, -3.708776, 3.090298)
H (-4.853844, 3.237311, 0.133394)
H (-4.205143, 7.920869, -1.069020)
C (-5.010722, 2.412729, 0.834826)
C (3.696350, 3.741762, -1.033519)
C (1.274108, 2.663431, -0.213706)
C (-4.154470, -1.131934, -0.208336)
C (2.652139, -0.078043, 1.479701)
H (0.180772, 4.526971, 0.501551)
N (0.406749, -2.854720, 2.118012)
H (-4.675675, -2.045930, -0.464008)
C (3.428488, 3.558036, 0.312474)
Ru (-0.023008, -0.013068, 0.179825)
N (2.073801, -0.181124, 0.290966)
N (0.030254, 2.054699, 0.161703)
C (-0.681811, 6.745371, 1.753174)
C (1.643169, -0.146680, 2.620834)
H (4.495971, 0.187577, 2.545813)
C (2.740702, 3.395765, -1.980852)
C (-2.819087, 1.199450, 0.406605)
N (1.055680, -4.128963, 0.296032)
H (-2.221998, -1.981207, -0.492531)
O (0.569552, -0.052531, -1.792843)
N (-2.210834, 2.442908, 0.702259)
O (6.069488, 0.425980, 0.500955)
H (0.467081, -4.601095, 3.314910)
H (1.670349, 3.873321, 2.654514)
H (-2.625230, 3.962643, -1.444199)
H (-4.751546, 2.775649, 1.834418)
C (-4.223684, 1.184626, 0.457925)
C (-1.721565, 5.194881, 0.064152)
O (2.022982, -0.318682, 3.761569)
H (-0.707508, 5.976830, 2.527504)
O (0.406372, -0.093194, 2.230084)
H (0.339010, 6.775784, 1.361134)
H (-5.956867, -0.024829, 0.177218)
C (1.535053, 2.856156, -1.569769)
H (0.984429, -4.244688, -0.700955)
O (2.319097, -0.205038, -3.184671)
C (4.737393, 0.205654, 0.394358)
C (2.737252, -0.092463, -0.848812)
H (-0.883362, 7.710340, 2.214380)

Cartesian forces (eV/Å) of the 6 atoms listed first:
0.0 0.0 0.0
0.0 0.0 -0.2
0.0 0.0 0.0
0.0 -0.2 0.0
0.0 0.0 0.0
0.0 -0.1 -0.1

***

Formula: C4H8N2O2
Source: the OMol25 dataset
Level of theory: ωB97M-V with the def2-TZVPD basis set

Values from the calculation:
F_max   4.72 eV/A
DFT total energy   -11348.850 eV
E_HOMO   -0.3341 Ha
HOMO-LUMO gap   8.950 eV

Cartesian coordinates (Å):
H (-1.715030, -1.446337, 0.540571)
H (2.283422, -1.140253, -0.959918)
H (2.501712, 1.377557, -0.627158)
C (1.699827, 0.692712, -0.871563)
O (0.339442, -2.194537, -0.217057)
H (0.770625, 0.992524, -0.234482)
H (1.296865, 0.812198, -1.880353)
H (-2.211085, 1.414035, 0.117226)
C (-0.222419, -0.220561, 0.939999)
H (0.151819, 1.248126, 0.531277)
H (0.188912, 0.303590, 1.784722)
N (-1.585366, -0.477833, 0.819904)
C (0.692566, -1.126647, 0.255148)
O (-3.539041, -0.040252, -0.213751)
N (1.857840, -0.559125, -0.235939)
C (-2.510085, 0.364808, 0.251373)

Cartesian forces (eV/Å) of the 6 atoms listed first:
-0.4 0.0 0.1
-0.3 -0.9 0.9
0.2 0.2 -0.4
-1.2 2.9 1.5
-0.3 -0.5 1.4
2.4 1.0 -2.5

***

Formula: CH4IOP
Source: the OMol25 dataset
Level of theory: ωB97M-V with the def2-TZVPD basis set

Values from the calculation:
F_max   4.71 eV/A
DFT total energy   -20536.855 eV
E_HOMO   -0.3367 Ha
HOMO-LUMO gap   9.471 eV

Cartesian coordinates (Å):
P (0.290223, -1.478382, -0.114949)
O (0.032357, -0.014456, 0.680298)
H (1.352176, -1.814106, 0.762058)
H (1.226833, -1.017060, -1.074517)
C (-1.043464, 0.847641, -0.324678)
H (-0.891583, 1.869591, 0.060061)
H (-0.611977, 0.519194, -1.322090)
I (-2.880550, -0.025614, 0.016166)

Cartesian forces (eV/Å) of the 6 atoms listed first:
0.4 0.6 0.9
-2.2 1.4 -2.5
-0.1 -0.3 0.0
0.1 0.0 -0.3
3.7 -2.5 1.5
-0.3 -0.6 -0.6

***

Formula: C3H10NOPS2
Source: the OMol25 dataset
Level of theory: ωB97M-V with the def2-TZVPD basis set

Values from the calculation:
F_max   1.53 eV/A
DFT total energy   -37769.682 eV
E_HOMO (alpha / beta)   -0.3353 / -0.3078 Ha
HOMO-LUMO gap (alpha / beta)   7.440 / 6.463 eV

Cartesian coordinates (Å):
N (-2.344806, -1.822462, 0.546792)
O (-2.278382, -0.590960, -1.595345)
H (2.680378, 0.153957, 1.518481)
H (1.891749, 1.677758, 1.957945)
C (1.632970, 1.102113, -0.106284)
H (-1.507522, -2.308712, 0.248757)
H (-2.523547, -1.930376, 1.536400)
H (-2.306868, 0.176541, -2.171279)
H (1.389200, 0.125231, -2.017225)
S (0.147985, 2.114555, -0.346636)
H (2.457501, 1.742840, -0.435741)
P (-2.516685, -0.249547, -0.026845)
S (-4.328556, 0.441284, 0.340236)
C (1.577900, -0.141797, -0.979573)
H (0.782137, -0.808702, -0.643315)
H (2.529970, -0.673088, -0.923259)
H (0.921969, 0.223572, 1.727044)
C (1.794600, 0.767795, 1.369847)

Cartesian forces (eV/Å) of the 6 atoms listed first:
0.4 0.3 -0.1
0.4 -0.4 0.3
0.1 -0.1 0.1
0.0 0.0 0.1
-0.6 -0.1 0.1
0.0 0.0 0.0

***

Formula: C33H54FN7O4
Source: the OMol25 dataset
Level of theory: ωB97M-V with the def2-TZVPD basis set

Values from the calculation:
F_max   9.92 eV/A
DFT total energy   -56428.945 eV
E_HOMO   -0.3653 Ha
HOMO-LUMO gap   10.355 eV

Cartesian coordinates (Å):
H (-8.084003, -0.955629, -3.631718)
C (-4.656458, 3.589043, -0.229529)
H (1.327034, -0.816329, -2.901697)
H (-5.058523, 3.088120, 0.658078)
H (3.731255, -4.486669, -7.622619)
C (-4.686883, -1.475026, 0.577593)
N (2.204404, -1.700897, 5.122807)
C (-8.592668, -0.002065, -3.817151)
C (5.069491, 6.585881, 0.862663)
H (1.412159, -3.628994, -1.678767)
C (0.903494, -2.675430, -1.864200)
N (2.487447, -1.604320, 1.068869)
C (4.713006, -1.738676, 5.909565)
C (2.016538, 1.525064, 3.692966)
H (5.226426, -2.588463, 5.445947)
H (3.089809, -6.213092, -5.030327)
C (-5.541570, -3.310538, -0.963526)
H (4.350255, -2.774415, 7.777602)
H (-4.800175, -3.589749, 1.034775)
H (4.723749, 0.269808, 7.861803)
C (-5.369694, -2.838750, 0.474365)
O (1.813959, 2.971757, 3.516349)
C (1.386652, 0.776557, 2.392029)
H (6.838065, 7.217665, 1.908524)
N (-7.008715, 1.069046, -0.884083)
H (-0.253623, -2.724382, -0.052202)
H (2.748331, -1.551053, -2.133773)
C (6.576624, 6.794424, 0.931321)
H (-4.663725, -1.167546, 1.629068)
C (4.493857, -5.137586, -7.185034)
H (5.221906, -0.831422, 5.563674)
N (6.895917, 3.693220, 2.524953)
H (-3.826704, 4.229385, 0.083843)
H (-3.848862, 3.103380, -2.161563)
C (-0.194078, 0.483251, 2.210132)
H (-0.073433, -1.111246, -0.735137)
H (5.464623, -5.521606, -5.314097)
C (3.314201, -1.723950, 5.464954)
N (-0.924809, 2.862599, -0.112908)
H (-6.359247, -2.773362, 0.942548)
C (-3.145491, 1.610913, -0.757383)
H (1.966482, -0.182317, 2.045435)
C (7.368762, 5.510581, 0.684543)
O (-2.418564, 0.050959, 3.352756)
H (2.090764, -2.246993, -3.618112)
H (-9.482223, -0.226095, -4.418141)
H (4.976938, -3.843042, -5.538335)
H (4.725016, 5.887852, 1.631315)
C (0.457974, -2.050464, -0.542246)
H (4.370569, -0.780537, 9.245772)
H (7.123704, 5.106515, -0.304601)
N (1.408325, -3.584191, -5.593495)
C (1.820888, -1.767053, -2.672221)
O (1.613309, 1.885540, 1.405034)
C (-1.901384, 2.304344, -0.402558)
H (-6.747831, 1.122312, -4.086724)
H (5.435269, -4.943772, -7.708545)
H (-7.405399, 0.426372, -5.571064)
C (2.281663, -4.281218, -5.276196)
C (-7.909228, 0.867691, -1.589616)
H (-3.526539, 1.063784, 0.112780)
H (4.207391, -6.178123, -7.373840)
H (-5.438692, 4.236294, -0.638264)
H (-6.135969, -2.594559, -1.541877)
C (-7.675275, 0.906312, -4.625172)
C (-4.215050, 2.572796, -1.274546)
H (3.163742, -0.568955, 7.973454)
C (7.113157, 4.495270, 1.713307)
H (3.600501, -5.033019, -3.827126)
C (4.834478, -1.854434, 7.428932)
H (0.013939, -2.899460, -2.465189)
H (-6.056388, -4.276125, -0.985696)
C (4.236503, -0.663224, 8.165888)
H (3.189133, 1.411998, 3.506962)
H (4.772983, 6.193208, -0.116274)
H (-0.660811, 1.239507, 1.412435)
H (-9.569596, 1.562119, -2.688089)
C (4.659068, -4.881062, -5.692868)
H (-8.169128, 1.857036, -4.854647)
H (-5.089717, 1.990709, -1.588898)
H (8.438280, 5.748758, 0.675443)
C (-9.038188, 0.622901, -2.495198)
C (-1.123288, 0.433292, 3.542662)
H (-2.931300, 0.866946, -1.532827)
H (6.862810, 7.535516, 0.175302)
H (4.548782, 7.535625, 1.019942)
C (-3.315032, -1.501234, 0.056164)
C (1.586934, -1.805673, 0.363335)
H (-0.293370, -0.585552, 1.687002)
C (3.387805, -5.167029, -4.893653)
H (-9.749786, -0.051016, -2.005154)
C (2.073248, 3.151257, 2.060741)
H (5.896176, -1.932661, 7.692301)
H (1.909476, 1.042236, 4.761043)
H (-4.576504, -3.438007, -1.462657)
F (-0.772048, 0.792950, 4.931625)
O (2.655814, 4.237132, 1.492045)
N (-2.234589, -1.527981, -0.369478)
H (-5.274526, -0.722930, 0.038373)

Cartesian forces (eV/Å) of the 6 atoms listed first:
-0.1 0.1 0.1
-0.1 0.1 0.0
0.1 -0.1 0.0
0.0 0.1 -0.1
0.0 -0.1 0.1
-0.1 0.0 0.3

***

Formula: C31H26GeN4OReS3Se
Source: the OMol25 dataset
Level of theory: ωB97M-V with the def2-TZVPD basis set

Values from the calculation:
F_max   0.22 eV/A
⟨S²⟩   1.18
Charge   +2
Spin multiplicity   2
DFT total energy   -197059.458 eV
E_HOMO (alpha / beta)   -0.4834 / -0.4998 Ha
HOMO-LUMO gap (alpha / beta)   6.460 / 5.649 eV

Cartesian coordinates (Å):
C (-0.844004, -1.316012, 3.413837)
C (-2.561407, 3.135593, 0.656074)
H (4.555918, 1.020915, -3.695951)
H (-6.585350, -2.280567, 0.809873)
H (2.647085, 3.738315, -0.033059)
H (1.199781, -0.580200, 5.714697)
C (-1.768909, -0.667966, -1.701807)
S (-2.078400, -3.607790, -2.779489)
C (-3.630043, -0.737956, 0.957033)
H (0.782017, 0.394290, -3.731253)
H (-1.743860, -5.958940, -3.299025)
C (-1.363467, 2.443161, 0.783343)
C (4.057587, 3.664345, -1.640471)
C (-5.564170, -1.946574, 0.700677)
C (2.551261, -0.494718, 3.082674)
C (-1.118688, -5.419442, -1.263463)
C (-2.258435, 3.152482, -1.721786)
C (-0.603881, -1.133307, 4.738245)
H (5.659260, 0.277735, 2.772650)
H (2.786539, 0.076339, -2.274245)
Se (2.198432, -2.200883, -0.870411)
C (-1.599108, -3.154892, -1.188213)
C (3.989167, -0.378477, 1.463219)
C (1.242883, -0.739610, 3.614266)
C (-0.060490, 0.577252, -3.070908)
C (-1.623179, -5.231972, -2.511690)
H (-0.769145, -6.374633, -0.901209)
Re (0.931609, -1.223178, 0.627664)
H (-2.959616, 0.026223, 1.326691)
N (2.684362, -0.683493, 1.776824)
H (5.375816, 3.318244, -3.296037)
C (-1.078379, 2.423394, -1.605396)
H (-5.464100, -0.288376, 2.089958)
H (-2.604274, 3.443022, -2.707413)
C (-1.112423, -4.223410, -0.496548)
H (-3.912868, 4.078096, -0.720541)
N (0.318530, -1.061029, 2.718274)
C (3.133817, 1.086578, -2.091010)
C (4.639878, -0.020104, 2.602622)
H (-1.244094, -1.230197, 5.597092)
C (4.134784, 1.616013, -2.895582)
C (3.057636, 3.134899, -0.835075)
C (-0.338578, 2.027328, -2.857445)
S (-4.527088, -2.745867, -0.383576)
H (4.360322, -0.429453, 0.454583)
H (-1.747403, -1.613918, 2.913366)
H (4.416744, 4.669059, -1.459937)
O (-0.933040, -1.480749, 0.408397)
H (1.411030, 1.863413, 1.503888)
H (0.630202, 2.536679, -2.885244)
Ge (1.131797, 1.261580, 0.099742)
N (3.719371, -0.100273, 3.618359)
H (-0.871406, 2.388404, -3.745159)
C (-0.604139, 2.083082, -0.331124)
C (-3.000745, 3.507939, -0.603748)
C (-1.846573, -1.774505, -0.632591)
S (-3.166362, 0.163682, -1.804955)
H (-0.115347, -1.472021, -2.749490)
C (-0.609856, -0.530349, -2.540026)
H (-3.125960, 3.411815, 1.537326)
H (-0.774558, -4.167354, 0.529115)
C (-4.959791, -0.904512, 1.361123)
H (-0.999319, 2.206852, 1.778538)
C (-3.247230, -1.647802, -0.033246)
H (3.899432, 0.117216, 4.585031)
N (0.719565, -0.768152, 4.849170)
C (4.595521, 2.905476, -2.670590)
C (2.585340, 1.839234, -1.056637)

Cartesian forces (eV/Å) of the 6 atoms listed first:
0.0 0.0 0.0
0.0 0.0 0.0
0.0 0.0 0.0
0.0 0.0 0.0
0.0 0.0 0.0
0.0 0.0 0.0

***

Formula: C2H9N5
Source: the OMol25 dataset
Level of theory: ωB97M-V with the def2-TZVPD basis set

Values from the calculation:
F_max   6.47 eV/A
Charge   +2
DFT total energy   -9650.184 eV
E_HOMO   -0.7081 Ha
HOMO-LUMO gap   10.982 eV

Cartesian coordinates (Å):
H (-2.139628, 1.549485, -1.050499)
N (-1.618262, 1.471664, -0.023488)
H (-2.456748, -2.281177, 0.263721)
N (2.723151, 0.235494, 0.022642)
H (0.974172, -1.546900, -0.709538)
N (-1.843514, 0.133185, 0.254503)
H (3.252452, -0.563333, -0.375554)
H (3.280831, 1.128574, 0.144499)
C (1.409700, 0.281053, 0.102120)
C (-1.184445, -0.890988, 0.168579)
H (-1.972065, 2.147341, 0.652323)
H (-0.820802, -2.827409, 0.300943)
H (0.884135, 1.183335, 0.512464)
N (-1.522910, -2.123064, -0.003448)
N (0.640658, -0.667581, -0.218135)
H (-0.660936, 1.801074, -0.335853)

Cartesian forces (eV/Å) of the 6 atoms listed first:
0.9 0.6 3.2
0.2 0.1 -5.4
-1.6 -0.8 0.1
1.3 1.7 -0.3
-0.1 1.6 0.9
-1.7 1.0 1.8

***

The highest F_max belongs to which entry? C33H54FN7O4

***

The lowest DFT total energy belongs to which entry? C31H26GeN4OReS3Se

***

Among the records above, which one has the lowest F_max? C31H26GeN4OReS3Se